[1]
The following is a quantum chemistry calculation of the molecule C5H9NO in a non-equilibrium geometry, from the Open Molecules 2025 dataset.

Element x y z (Å)
O (1.101, -1.868, 0.561)
C (0.827, -0.519, 0.775)
C (1.233, 0.194, -0.493)
C (-0.044, 0.550, -1.199)
N (-0.765, 1.650, -0.556)
C (-1.207, 0.272, -0.331)
C (-0.735, -0.265, 0.991)
H (0.374, -2.250, 1.112)
H (1.359, -0.169, 1.667)
H (1.814, 1.086, -0.265)
H (1.862, -0.482, -1.081)
H (-0.102, 0.436, -2.275)
H (-1.381, 2.091, -1.235)
H (-2.157, -0.054, -0.743)
H (-0.867, 0.483, 1.780)
H (-1.312, -1.156, 1.292)

As for the HOMO-LUMO gap: 10.54 eV. The total energy comes out at -8867.167 eV. As for the HOMO energy: -9.508 eV. The value obtained for the energy above the lowest of the compared OMol25 structures with the same formula, charge and spin is 2.0458 eV. For the molar mass, the calculation gives 99.13 g/mol. The strongest force on any atom comes out at 2.6 eV/Å.

[2]
The following is a quantum chemistry calculation of a cluster of 2 separate species, C3H7N4 in total in a non-equilibrium geometry, from the Open Molecules 2025 dataset.

Element x y z (Å)
C (0.262, 1.773, -0.634)
C (-0.113, -0.447, -1.480)
C (0.191, 0.019, 0.846)
N (0.153, 1.362, 0.535)
N (0.191, 0.839, -1.767)
N (0.009, -0.973, -0.287)
N (-0.798, -0.385, 1.811)
H (0.344, 2.736, -0.878)
H (-0.450, -1.203, -2.169)
H (1.575, -0.275, 1.375)
H (-0.045, 1.349, -2.587)
H (-0.365, -1.806, 0.114)
H (-1.195, -1.295, 1.672)
H (-0.517, -0.288, 2.758)

As for the HOMO-LUMO gap: 9.11 eV. The total energy comes out at -9175.822 eV. Its total charge is +1. As for the HOMO energy: -13.808 eV. The value obtained for the energy above the lowest of the compared OMol25 structures with the same formula, charge and spin is 2.6947 eV. For the molar mass, the calculation gives 99.12 g/mol. The strongest force on any atom comes out at 5.6 eV/Å.

[3]
The following is a quantum chemistry calculation of a structure of composition C22H32GaN4O2S3 in a non-equilibrium geometry, from the Open Molecules 2025 dataset.

Element x y z (Å)
Ga (0.349, -0.255, -0.909)
C (0.909, -2.912, 0.853)
N (1.568, -1.613, 0.759)
C (3.000, -1.786, 0.448)
C (3.417, -1.295, -0.953)
N (2.345, -1.442, -1.926)
C (2.213, -2.818, -2.410)
C (2.443, -0.545, -3.043)
C (3.657, -0.113, -3.559)
C (3.699, 0.791, -4.607)
C (2.518, 1.273, -5.145)
C (1.300, 0.824, -4.666)
C (1.255, -0.095, -3.627)
S (-0.306, -0.707, -3.044)
C (1.379, -0.791, 1.915)
C (1.140, -1.318, 3.179)
C (0.971, -0.490, 4.278)
C (1.069, 0.885, 4.131)
C (1.299, 1.423, 2.880)
C (1.421, 0.604, 1.760)
S (1.617, 1.358, 0.179)
H (1.444, -3.601, 1.514)
H (0.850, -3.346, -0.143)
H (-0.104, -2.780, 1.221)
H (3.241, -2.848, 0.550)
H (3.605, -1.240, 1.178)
H (4.318, -1.850, -1.247)
H (3.667, -0.233, -0.895)
H (3.019, -3.072, -3.103)
H (1.260, -2.937, -2.924)
H (2.246, -3.514, -1.577)
H (4.581, -0.483, -3.140)
H (4.651, 1.114, -5.001)
H (2.547, 2.001, -5.939)
H (0.377, 1.182, -5.095)
H (1.125, -2.387, 3.333)
H (0.782, -0.928, 5.247)
H (0.958, 1.531, 4.990)
H (1.380, 2.493, 2.754)
O (-1.248, 1.478, -1.003)
S (-2.624, 1.579, -0.433)
C (-3.513, 2.954, -1.292)
C (-3.981, 3.953, -0.233)
C (-3.818, 3.304, 1.144)
C (-2.480, 2.598, 1.096)
H (-4.342, 2.487, -1.817)
H (-2.833, 3.379, -2.024)
H (-5.016, 4.245, -0.406)
H (-3.370, 4.854, -0.277)
H (-4.614, 2.577, 1.317)
H (-3.854, 4.051, 1.936)
H (-2.266, 1.957, 1.948)
H (-1.654, 3.292, 0.947)
C (-3.216, -1.152, 3.251)
N (-2.118, -1.035, 2.320)
C (-2.221, -1.099, 0.987)
N (-3.423, -1.329, 0.436)
O (-1.200, -0.975, 0.274)
H (-2.825, -1.077, 4.261)
H (-3.721, -2.113, 3.139)
H (-3.942, -0.349, 3.113)
H (-1.189, -0.885, 2.694)
H (-4.264, -1.399, 0.976)
H (-3.478, -1.373, -0.568)

As for the HOMO-LUMO gap: 8.30 eV. The total energy comes out at -118267.926 eV. Its total charge is +1. As for the HOMO energy: -10.400 eV. The value obtained for the energy above the lowest of the compared OMol25 structures with the same formula, charge and spin is 0.4730 eV. For the molar mass, the calculation gives 550.45 g/mol. The strongest force on any atom comes out at 1.4 eV/Å.

[4]
The following is a quantum chemistry calculation of a structure of composition C53H47IN8O5P2STl, from the Open Molecules 2025 dataset.

Element x y z (Å)
Tl (-0.258, 0.221, -0.030)
C (3.470, 2.844, -0.274)
C (2.300, 3.643, 0.218)
N (2.336, 4.949, 0.134)
C (1.276, 5.665, 0.598)
C (0.162, 5.095, 1.145)
C (-0.955, 5.996, 1.588)
O (-2.150, 5.822, 0.813)
C (0.090, 3.679, 1.239)
C (-1.111, 3.098, 1.810)
N (-1.490, 1.868, 1.840)
C (-2.620, 1.661, 2.671)
C (-2.708, 2.352, 3.888)
C (-3.809, 2.252, 4.718)
C (-4.872, 1.432, 4.365)
C (-4.776, 0.673, 3.212)
C (-3.655, 0.760, 2.394)
I (-3.549, -0.672, 0.886)
C (1.180, 2.924, 0.788)
O (1.261, 1.641, 0.886)
H (4.271, 3.524, -0.558)
H (3.198, 2.221, -1.127)
H (3.814, 2.152, 0.498)
H (1.354, 6.744, 0.517)
H (-0.607, 7.029, 1.532)
H (-1.247, 5.806, 2.621)
H (-1.889, 5.803, -0.115)
H (-1.787, 3.834, 2.247)
H (-1.853, 2.940, 4.198)
H (-3.825, 2.804, 5.648)
H (-5.747, 1.348, 4.997)
H (-5.560, -0.025, 2.954)
N (4.001, -1.280, -2.400)
C (2.671, -0.931, -2.156)
S (2.277, -1.283, 0.068)
N (2.422, 0.326, -2.554)
N (1.251, 0.870, -2.212)
C (0.902, 1.901, -2.924)
C (1.711, 2.340, -4.101)
C (1.974, 1.481, -5.166)
C (2.716, 1.912, -6.255)
C (3.221, 3.208, -6.290)
C (2.973, 4.069, -5.230)
C (2.217, 3.635, -4.146)
C (-0.324, 2.677, -2.604)
C (-0.933, 3.401, -3.634)
C (-2.103, 4.089, -3.393)
C (-2.652, 4.040, -2.124)
C (-1.990, 3.300, -1.164)
N (-0.841, 2.646, -1.370)
H (4.254, -2.159, -1.971)
H (4.620, -0.535, -2.109)
H (1.591, 0.468, -5.133)
H (2.911, 1.231, -7.076)
H (3.806, 3.543, -7.139)
H (3.370, 5.077, -5.242)
H (2.024, 4.307, -3.315)
H (-0.493, 3.393, -4.621)
H (-2.590, 4.635, -4.192)
H (-3.581, 4.539, -1.878)
H (-2.417, 3.228, -0.176)
N (-0.106, -2.956, 1.468)
P (-0.101, -1.402, 2.578)
C (-1.160, -2.276, 3.835)
C (-2.192, -1.611, 4.496)
C (-2.990, -2.265, 5.427)
C (-2.758, -3.598, 5.737)
C (-1.710, -4.265, 5.119)
C (-0.921, -3.610, 4.179)
C (1.613, -1.681, 3.133)
C (2.417, -2.807, 3.054)
C (3.767, -2.719, 3.371)
C (4.315, -1.486, 3.721)
C (3.515, -0.356, 3.817)
C (2.156, -0.479, 3.551)
P (-0.240, -2.607, -0.165)
C (-1.171, -4.022, -0.847)
C (-2.400, -4.349, -0.257)
C (-3.216, -5.331, -0.800)
C (-2.824, -5.997, -1.957)
C (-1.616, -5.670, -2.558)
C (-0.796, -4.687, -2.010)
C (1.509, -2.661, -0.837)
C (1.654, -2.113, -2.291)
C (2.131, -3.121, -3.308)
C (2.659, -4.289, -2.947)
C (2.733, -4.706, -1.535)
C (2.191, -3.962, -0.568)
H (-0.778, -3.654, 1.764)
H (-2.348, -0.562, 4.312)
H (-3.790, -1.722, 5.917)
H (-3.375, -4.108, 6.469)
H (-1.500, -5.299, 5.370)
H (-0.096, -4.143, 3.720)
H (1.998, -3.739, 2.694)
H (4.398, -3.598, 3.317)
H (5.375, -1.409, 3.934)
H (3.927, 0.604, 4.102)
H (1.300, 1.212, 2.872)
H (-2.725, -3.825, 0.638)
H (-4.161, -5.571, -0.326)
H (-3.459, -6.761, -2.389)
H (-1.303, -6.183, -3.460)
H (0.138, -4.446, -2.502)
H (0.715, -1.664, -2.613)
H (2.105, -2.828, -4.352)
H (3.045, -4.964, -3.703)
H (3.200, -5.655, -1.294)
H (2.206, -4.285, 0.468)
O (-0.066, 0.024, 3.662)
N (1.233, 0.590, 3.680)
C (-2.335, -1.580, -3.530)
O (-1.494, -1.260, -2.416)
C (-1.712, -0.031, -1.836)
O (-2.566, 0.683, -2.288)
H (-1.857, -2.416, -4.035)
H (-2.435, -0.725, -4.195)
H (-3.324, -1.878, -3.180)

As for the HOMO-LUMO gap: 6.25 eV. The total energy comes out at -120087.462 eV. Its total charge is -1. As for the HOMO energy: -4.134 eV. For the molar mass, the calculation gives 1301.31 g/mol. The strongest force on any atom comes out at 0.7 eV/Å.

[5]
The following is a quantum chemistry calculation of a structure of composition C6H6F5O3Sn in a non-equilibrium geometry, from the Open Molecules 2025 dataset.

Element x y z (Å)
Sn (-1.126, 0.758, -0.469)
C (1.423, 2.273, -1.717)
C (0.176, 1.653, -2.176)
O (-0.212, 1.402, -3.308)
H (1.265, 3.032, -0.948)
H (1.921, 2.748, -2.593)
H (2.160, 1.502, -1.338)
C (-0.486, 0.015, 3.436)
O (0.534, 0.539, 2.573)
C (0.373, 0.636, 1.243)
O (1.356, 0.648, 0.475)
H (-0.663, 0.750, 4.241)
H (-0.119, -0.934, 3.849)
H (-1.363, -0.156, 2.876)
F (-1.802, -1.675, -2.303)
C (-0.797, -1.300, -1.413)
F (0.368, -1.262, -2.126)
C (-0.760, -2.406, -0.350)
F (-1.849, -2.291, 0.459)
F (0.325, -2.251, 0.418)
F (-0.723, -3.680, -0.829)

As for the HOMO-LUMO gap: 6.05 eV. The total energy comes out at -31879.929 eV. Its total charge is -1. As for the HOMO energy: -2.766 eV. The value obtained for the energy above the lowest of the compared OMol25 structures with the same formula, charge and spin is 0.0000 eV. For the molar mass, the calculation gives 339.81 g/mol. The strongest force on any atom comes out at 3.0 eV/Å.

[6]
The following is a quantum chemistry calculation of a cluster of 2 separate species, CH2O4S2 in total in a non-equilibrium geometry, from the Open Molecules 2025 dataset.

Element x y z (Å)
C (-1.409, -0.906, -1.182)
O (-0.578, -2.374, -3.309)
O (1.121, 3.215, 1.378)
O (-2.504, -1.913, -1.324)
O (3.045, 1.676, 1.708)
S (-0.973, -2.491, -1.833)
S (1.538, 1.756, 1.638)
H (-1.226, -0.644, -0.116)
H (0.985, 1.680, 3.040)

As for the HOMO-LUMO gap (spin up / spin down): 5.66 / 5.66 eV. The total energy comes out at -30925.399 eV. Its total charge is -2. As for the HOMO energy (spin up / spin down): 0.077 / 0.076 eV. The value obtained for the energy above the lowest of the compared OMol25 structures with the same formula, charge and spin is 2.5681 eV. For the molar mass, the calculation gives 142.16 g/mol. The strongest force on any atom comes out at 2.1 eV/Å.